No. 1
{"formula": "C4H11NO2", "method": "wB97M-V/def2-TZVPD", "smiles": "C=N/C=C/C.O.O", "de_lowest_ev": 4.419, "homo_lumo_gap_ev": 9.3, "e_tot_ha": -364.10578, "e_homo_ev": -8.988, "species": ["C", "H", "N", "H", "H", "O", "H", "H", "C", "H", "H", "C", "H", "H", "C", "H", "O", "H"], "xyz": [[2.2587, 1.1740, 0.6155], [1.0554, -1.5922, 2.1626], [1.2223, 1.5214, -0.0782], [2.7432, 0.1195, 0.4964], [1.1908, -0.5222, -1.1567], [0.6613, -2.3520, 2.5164], [-2.1143, -0.0889, -1.5297], [-0.4436, 2.0727, -1.7597], [-1.3658, 0.1488, -2.2112], [2.7943, 1.6551, 1.6631], [-2.5433, -0.6970, 1.5950], [-0.2462, 0.9972, -1.7029], [-0.2527, -2.2181, 2.3265], [-1.0097, -0.6781, -2.9953], [0.8412, 0.5134, -0.9978], [-1.0197, -0.1507, 1.6258], [-1.6684, -0.7061, 2.1728], [-2.1035, 0.8031, -2.7426]], "nbo_charge": [-0.078, 0.450, -0.421, 0.137, 0.205, -0.937, 0.225, 0.210, -0.681, 0.194, 0.482, -0.130, 0.484, 0.228, -0.110, 0.481, -0.958, 0.218]}


No. 2
{"formula": "C4H11NO2", "method": "wB97M-V/def2-TZVPD", "smiles": "CC(=O)O.CCN", "de_lowest_ev": 2.387, "homo_lumo_gap_ev": 9.5, "e_tot_ha": -364.18047, "e_homo_ev": -8.953, "species": ["H", "C", "N", "H", "H", "H", "H", "H", "H", "O", "H", "O", "C", "C", "C", "H", "H", "H"], "xyz": [[-0.3671, -0.2330, -2.2205], [2.3993, 1.4439, 2.0965], [-2.3396, -0.5344, -2.8078], [2.9445, -0.4997, 2.8678], [-1.0985, -0.1659, 0.1209], [-2.7298, -0.0976, -0.5804], [-2.1784, -1.5739, -0.0063], [-2.4810, 0.4118, -2.7371], [1.1132, 0.0363, 2.9343], [2.6800, 1.5934, 0.7291], [1.9084, -0.6999, 1.5016], [2.3441, 2.4848, 2.6856], [2.0361, 0.0391, 2.3192], [-1.1871, -0.9188, -1.9049], [-1.7610, -0.7617, -0.5183], [-1.0369, -2.0140, -2.1712], [-3.1860, -0.9751, -2.5539], [2.9398, 2.4646, 0.2454]], "nbo_charge": [0.208, 0.793, -0.828, 0.254, 0.209, 0.197, 0.215, 0.337, 0.251, -0.771, 0.262, -0.558, -0.744, -0.240, -0.638, 0.198, 0.341, 0.512]}


No. 3
{"formula": "C4H11NO2", "method": "wB97M-V/def2-TZVPD", "de_lowest_ev": 4.102, "homo_lumo_gap_ev": [8.3, 8.3], "e_tot_ha": -364.11744, "e_homo_ev": [-7.705, -7.706], "species": ["H", "N", "H", "C", "O", "H", "H", "H", "C", "C", "H", "H", "H", "H", "H", "O", "H", "C"], "xyz": [[-2.1787, 1.2112, -0.1184], [1.1027, -0.2417, 1.4142], [-2.0529, -1.2757, -0.7232], [-1.1386, 1.3130, 0.1917], [1.3949, 1.6099, -0.5724], [1.8163, 1.4514, -1.4259], [-1.4918, -1.3046, 0.9704], [1.7377, -0.9516, 1.7480], [0.8664, -0.2985, 0.0739], [-1.1894, -1.3756, -0.0699], [-0.6667, -2.3078, -0.2723], [-0.7565, 2.3056, -0.0339], [-0.3328, 0.2645, -1.6032], [1.3386, 0.6908, 1.7264], [-1.1105, 1.1635, 1.2702], [1.6025, -1.2439, -0.5623], [1.3453, -1.3107, -1.4901], [-0.2865, 0.2998, -0.5233]], "nbo_charge": [0.213, -0.840, 0.202, -0.634, -1.072, 0.428, 0.207, 0.396, 0.762, -0.695, 0.200, 0.259, 0.226, 0.431, 0.216, -0.665, 0.495, -0.131]}


No. 4
{"formula": "C4H11NO2", "method": "wB97M-V/def2-TZVPD", "smiles": "CNC(C)=O.CO", "de_lowest_ev": 2.394, "homo_lumo_gap_ev": 10.3, "e_tot_ha": -364.18020, "e_homo_ev": -9.571, "species": ["C", "H", "H", "H", "N", "O", "H", "H", "C", "H", "C", "H", "C", "H", "O", "H", "H", "H"], "xyz": [[-0.0470, -0.5871, -0.7046], [2.2432, -0.6428, -2.2327], [0.1390, -2.1528, -2.0358], [-0.3301, -1.2970, 1.3662], [0.4177, -1.2985, -1.7432], [0.2354, 0.5652, -0.5445], [-1.7719, 1.8888, 2.1569], [1.5311, -1.8419, -3.3049], [-0.8153, -1.3231, 0.3745], [-0.0670, 0.8303, 1.4131], [1.2957, -0.9541, -2.7543], [-1.7725, -0.8529, 0.3585], [-0.9425, 2.2797, 2.5652], [1.1007, -0.3244, -3.5566], [-0.0168, 1.1282, 2.4448], [-1.1177, -2.2930, 0.2204], [-0.5337, 3.2246, 2.1350], [-1.0389, 2.5101, 3.5959]], "nbo_charge": [0.688, 0.202, 0.391, 0.258, -0.602, -0.624, 0.167, 0.194, -0.725, 0.489, -0.409, 0.233, -0.242, 0.200, -0.776, 0.216, 0.164, 0.174]}


No. 5
{"formula": "C4H11NO2", "method": "wB97M-V/def2-TZVPD", "smiles": "CN[C@@H](C)C=O.O", "de_lowest_ev": 3.576, "homo_lumo_gap_ev": 9.2, "e_tot_ha": -364.13677, "e_homo_ev": -8.737, "species": ["H", "H", "H", "H", "H", "H", "C", "O", "H", "H", "C", "C", "N", "H", "O", "H", "C", "H"], "xyz": [[-1.5870, 0.4700, 0.2294], [1.1619, -1.5664, -0.4300], [-0.6220, 2.0621, 0.3102], [0.8170, -0.9333, 2.2579], [-1.1523, -0.9352, -1.8377], [-2.2228, 1.7850, -0.8266], [-1.3021, 1.3703, -0.4132], [1.1904, -1.4088, 3.0655], [-0.2398, -2.4548, -0.2555], [1.7819, 0.3894, -0.0826], [1.2333, 1.1842, -0.5550], [-0.1554, 0.8054, -1.3159], [-0.2810, -0.6083, -1.4294], [0.0040, -0.8764, 0.7087], [1.4490, 2.4075, -0.4554], [0.3392, -1.5875, 3.4848], [0.0726, -1.4113, -0.2462], [-0.4869, 1.3082, -2.2092]], "nbo_charge": [0.192, 0.194, 0.230, 0.454, 0.368, 0.225, -0.640, -0.919, 0.231, 0.146, 0.418, -0.153, -0.646, 0.145, -0.513, 0.464, -0.433, 0.236]}


No. 6
{"formula": "C4H11NO2", "method": "wB97M-V/def2-TZVPD", "smiles": "C=CC(=C)N.O.O", "de_lowest_ev": 3.438, "homo_lumo_gap_ev": 8.3, "e_tot_ha": -364.14181, "e_homo_ev": -7.688, "species": ["N", "H", "C", "H", "O", "H", "O", "H", "H", "H", "C", "H", "H", "H", "C", "H", "C", "H"], "xyz": [[1.5173, -0.1088, 0.7282], [-1.2171, 0.5639, 2.7864], [-1.5561, -0.8066, 1.3132], [0.5800, -1.3858, -2.4326], [-1.9456, 1.3438, -4.8410], [-2.4556, 1.8025, -4.2862], [1.0061, -1.6301, -1.5682], [2.3852, 0.9513, 2.7033], [-1.5987, -1.1017, 0.3026], [-2.5535, -0.9682, 1.5715], [1.3322, 0.9847, 2.8641], [-2.2141, 1.6043, -5.7036], [2.4896, 0.1758, 0.5385], [0.8197, -2.5150, -1.3398], [-0.7590, 0.0516, 1.9803], [0.9737, 1.2892, 3.8269], [0.7827, 0.3241, 1.8558], [0.8873, -0.6857, 0.1284]], "nbo_charge": [-0.869, 0.202, -0.435, 0.491, -0.923, 0.458, -0.954, 0.180, 0.194, 0.189, -0.518, 0.465, 0.408, 0.479, -0.177, 0.214, 0.171, 0.424]}


No. 7
{"formula": "C4H11NO2", "method": "wB97M-V/def2-TZVPD", "smiles": "N[C@H](CO)CCO", "de_lowest_ev": 1.326, "homo_lumo_gap_ev": 10.4, "e_tot_ha": -364.21946, "e_homo_ev": -9.683, "species": ["H", "H", "H", "H", "C", "H", "H", "O", "C", "H", "O", "H", "H", "C", "H", "C", "N", "H"], "xyz": [[-0.2275, -1.7449, 0.4189], [0.9225, 2.1149, 0.2104], [0.3342, 1.8190, 3.0124], [0.4982, -0.9877, -2.4166], [-0.1736, -1.4416, -1.6765], [-0.6754, -0.1957, 2.1912], [1.3319, -1.1358, -0.1818], [-1.5194, -1.1033, -1.9780], [0.0771, 0.4142, 1.6834], [-1.1658, 0.6016, -0.0023], [-0.0075, 1.7716, 2.1171], [1.0703, 0.0189, 1.9467], [-0.0645, -2.5176, -1.7603], [0.2534, -1.0422, -0.2730], [-1.5933, -0.1558, -1.8285], [-0.1107, 0.3702, 0.1799], [0.7878, 1.3594, -0.4600], [0.2623, 1.8547, -1.1830]], "nbo_charge": [0.198, 0.376, 0.475, 0.160, -0.060, 0.173, 0.220, -0.711, -0.063, 0.171, -0.735, 0.163, 0.181, -0.426, 0.457, -0.084, -0.844, 0.351]}


No. 8
{"formula": "C4H11NO2", "method": "wB97M-V/def2-TZVPD", "de_lowest_ev": 6.183, "homo_lumo_gap_ev": 6.6, "e_tot_ha": -364.04097, "e_homo_ev": -9.360, "species": ["H", "H", "C", "H", "H", "H", "O", "C", "C", "N", "H", "C", "H", "O", "H", "H", "H", "H"], "xyz": [[0.0353, 1.7665, -0.7264], [0.0941, -0.8727, 1.7666], [-1.6983, 0.0299, 0.9173], [-1.9299, 0.7497, 0.1370], [0.1546, 2.7051, -1.9030], [-1.9623, 0.3491, 1.9273], [1.8588, -1.5754, -1.6782], [-0.1485, -0.2274, 0.9191], [0.0020, -1.0346, -0.4482], [0.4924, 0.9623, 0.7906], [-2.2793, -0.8745, 0.7094], [1.5535, -1.0623, -0.5674], [1.4289, 0.9325, 1.2078], [-0.5160, 2.2252, -1.4004], [1.7611, 0.0688, -0.4242], [-0.4189, -0.4668, -1.2521], [1.9142, -1.6135, 0.3313], [-0.3418, -2.0619, -0.3064]], "nbo_charge": [0.482, 0.195, -0.579, 0.244, 0.463, 0.223, -0.459, -0.107, -0.293, -0.551, 0.211, 0.004, 0.357, -0.980, 0.200, 0.245, 0.123, 0.224]}


No. 9
{"formula": "C4H11NO2", "method": "wB97M-V/def2-TZVPD", "smiles": "N[C@H](CO)CCO", "de_lowest_ev": 1.671, "homo_lumo_gap_ev": 10.2, "e_tot_ha": -364.20676, "e_homo_ev": -9.399, "species": ["C", "N", "H", "H", "H", "H", "C", "H", "C", "H", "O", "H", "C", "H", "H", "H", "H", "O"], "xyz": [[0.1376, -0.5602, -0.1374], [0.6552, -1.1993, 1.0581], [-0.7757, -1.0765, -0.4242], [0.7818, -2.2023, 0.9122], [2.0699, -0.9174, -0.9862], [0.4850, -1.0216, -3.1827], [1.1207, -0.5741, -1.3343], [-0.6491, 0.4020, 2.1562], [-0.2120, 0.8991, 0.1444], [1.6289, -0.9426, 1.1993], [-2.4214, 0.8447, 1.2529], [1.3166, 0.4372, -1.6635], [-1.0423, 1.0996, 1.4259], [-0.8824, 2.0648, 1.9120], [0.6337, 1.5882, 0.2024], [-2.7630, 1.3491, 0.5045], [-0.8347, 1.2748, -0.6693], [0.7510, -1.4654, -2.3701]], "nbo_charge": [-0.090, -0.826, 0.211, 0.362, 0.163, 0.475, -0.069, 0.205, -0.428, 0.343, -0.718, 0.163, -0.073, 0.152, 0.203, 0.459, 0.197, -0.728]}


No. 10
{"formula": "C4H11NO2", "method": "wB97M-V/def2-TZVPD", "smiles": "CCCNC=O.O", "de_lowest_ev": 1.146, "homo_lumo_gap_ev": 10.9, "e_tot_ha": -364.22604, "e_homo_ev": -10.120, "species": ["C", "H", "C", "C", "C", "H", "H", "H", "H", "N", "H", "O", "H", "H", "H", "H", "O", "H"], "xyz": [[0.5176, 1.8102, 1.6405], [0.9935, -2.6416, -0.2640], [-0.9741, -1.1663, -2.0494], [-0.0653, 0.6135, 0.9215], [-0.2877, 0.7112, -0.6078], [-0.0387, 2.1656, 2.5010], [0.3876, -0.3058, 1.2653], [-0.5554, 1.7529, -0.7764], [-1.1003, 0.4298, 1.2532], [-1.2899, -0.2074, -1.1510], [-1.7661, -1.9109, -2.2540], [0.1769, -1.2626, -2.4347], [1.8082, -2.1310, 0.9000], [-2.2241, 0.1435, -1.0107], [0.4713, 2.6264, 0.8841], [0.7283, 0.5660, -1.0254], [1.6149, -2.9428, 0.4310], [1.6032, 1.7494, 1.7770]], "nbo_charge": [-0.620, 0.475, 0.518, -0.407, -0.234, 0.225, 0.196, 0.191, 0.191, -0.622, 0.132, -0.616, 0.461, 0.396, 0.199, 0.234, -0.935, 0.215]}


No. 11
{"formula": "C4H11NO2", "method": "wB97M-V/def2-TZVPD", "smiles": "C[C@@H](O)CNCO", "de_lowest_ev": 1.502, "homo_lumo_gap_ev": 10.4, "e_tot_ha": -364.21299, "e_homo_ev": -9.533, "species": ["H", "H", "H", "H", "H", "H", "H", "H", "C", "H", "H", "C", "H", "N", "C", "O", "O", "C"], "xyz": [[2.0604, 0.4284, 2.3752], [2.1584, 1.4302, 1.0147], [-0.0070, -0.5231, 1.4372], [0.7129, 0.8164, -0.9549], [-2.7897, 0.5623, -2.1553], [-1.2135, 1.0317, -2.5996], [0.3301, -0.9105, -0.8605], [-2.9839, -0.5643, 0.0266], [-1.7517, 0.2376, -2.0739], [-1.6446, -0.7327, -2.5554], [-1.6740, 1.2045, -0.1960], [1.8276, 0.4265, 1.3025], [2.7167, -1.2795, 1.1719], [0.4479, 0.2994, 1.0540], [0.1538, 0.0739, -0.3889], [2.7575, -0.4732, 0.6655], [-2.0565, -0.7439, 0.1371], [-1.3218, 0.2491, -0.5988]], "nbo_charge": [0.164, 0.164, 0.369, 0.203, 0.205, 0.213, 0.188, 0.470, -0.635, 0.214, 0.159, 0.075, 0.459, -0.625, -0.249, -0.731, -0.739, 0.095]}


No. 12
{"formula": "C4H11NO2", "method": "wB97M-V/def2-TZVPD", "smiles": "C[C@@H](O)CNCO", "de_lowest_ev": 1.829, "homo_lumo_gap_ev": 9.5, "e_tot_ha": -364.20095, "e_homo_ev": -8.591, "species": ["C", "C", "C", "H", "H", "H", "O", "N", "H", "H", "C", "H", "H", "H", "H", "H", "O", "H"], "xyz": [[0.5076, 2.0141, 1.0131], [-0.6399, -2.3951, 0.2391], [0.2287, -1.3383, -0.4419], [-0.3940, -2.3952, 1.3296], [-0.1846, -1.4710, -2.4052], [-1.0352, 0.0509, 0.6103], [-0.8402, 2.4184, 1.1338], [0.7128, 1.0290, -0.0142], [1.2308, -1.4998, -0.0207], [0.7160, 1.6330, 2.0151], [-0.3448, 0.0579, -0.2392], [1.6262, 0.6189, -0.0602], [-0.9244, 0.2555, -1.1573], [-1.0710, 3.0510, 0.4430], [-0.3410, -3.4376, -0.0833], [1.1687, 2.8796, 0.8019], [0.4995, -1.7356, -1.7825], [-1.7014, -2.3010, 0.0118]], "nbo_charge": [0.113, -0.632, 0.084, 0.211, 0.463, 0.207, -0.719, -0.667, 0.170, 0.138, -0.241, 0.376, 0.177, 0.470, 0.220, 0.154, -0.727, 0.204]}